Below is one molecule with the formula C19H20N2O3S, with properties calculated with ωB97M-V/def2-TZVPD.

XYZ file:
```
45
Properties=species:S:1:pos:R:3:forces:R:3:nbo_charge:R:1
C -4.916 -1.988 -0.391 0.061 -0.025 -0.041 -0.63
C -3.655 -1.255 -0.740 -0.103 0.079 -0.074 -0.06
C -3.665 0.093 -1.064 -0.048 -0.233 0.037 -0.20
C -2.500 0.774 -1.381 0.353 0.173 -0.152 -0.32
C -1.285 0.102 -1.376 -0.138 -0.075 -0.016 0.37
O -0.071 0.638 -1.677 -0.167 -0.350 0.093 -0.52
C 0.055 2.012 -1.958 0.009 0.494 -0.219 -0.09
C -0.038 2.886 -0.714 0.215 -0.341 0.233 -0.55
S 1.518 2.886 0.267 -0.118 0.201 -0.133 0.23
C 1.970 1.200 0.109 0.111 0.477 0.056 0.24
N 2.685 0.743 -0.873 0.223 0.388 -0.324 -0.48
C 2.826 -0.595 -0.629 -0.345 -0.292 0.633 0.16
C 3.481 -1.577 -1.363 -0.061 0.029 0.088 -0.22
C 3.477 -2.860 -0.860 0.108 -0.080 -0.159 -0.23
C 2.851 -3.170 0.349 -0.057 -0.085 0.115 -0.21
C 2.193 -2.212 1.093 -0.073 -0.044 0.192 -0.25
C 2.174 -0.921 0.586 0.334 -0.136 -0.528 0.08
N 1.625 0.254 1.040 0.102 -0.076 -0.304 -0.38
C 0.903 0.446 2.267 -0.318 -0.033 0.453 -0.23
C -0.371 -0.403 2.345 0.084 0.172 -0.070 -0.53
C -1.623 0.346 1.956 0.028 0.044 -0.005 0.82
O -1.685 1.498 1.623 0.054 0.270 0.079 -0.62
O -2.696 -0.440 2.049 -0.287 -0.448 0.285 -0.68
C -1.266 -1.257 -1.051 0.093 0.112 -0.049 -0.29
C -2.432 -1.920 -0.742 -0.008 0.148 -0.088 -0.18
H -5.114 -2.768 -1.125 -0.102 -0.075 -0.004 0.22
H -5.768 -1.313 -0.371 -0.099 0.004 0.017 0.21
H -4.821 -2.466 0.583 -0.078 -0.058 0.083 0.22
H -4.601 0.634 -1.073 -0.103 0.036 -0.005 0.21
H -2.559 1.824 -1.622 0.040 0.100 0.002 0.22
H -0.697 2.331 -2.691 0.054 -0.079 0.046 0.18
H 1.049 2.105 -2.408 -0.205 0.037 0.014 0.23
H -0.835 2.553 -0.049 -0.031 0.114 -0.169 0.26
H -0.190 3.929 -0.983 -0.028 0.032 -0.037 0.23
H 3.972 -1.328 -2.290 0.066 0.033 -0.122 0.22
H 3.975 -3.648 -1.406 0.043 -0.058 -0.049 0.21
H 2.885 -4.187 0.711 -0.001 -0.073 0.035 0.21
H 1.726 -2.463 2.034 -0.052 -0.053 0.084 0.21
H 0.643 1.508 2.333 0.102 -0.218 0.023 0.26
H 1.565 0.194 3.103 -0.086 0.040 -0.072 0.21
H -0.304 -1.269 1.683 -0.025 -0.046 0.102 0.26
H -0.524 -0.778 3.358 -0.012 -0.054 -0.019 0.24
H -3.493 0.026 1.748 0.297 0.154 -0.073 0.50
H -0.314 -1.768 -1.061 0.141 -0.073 0.004 0.23
H -2.399 -2.971 -0.494 0.027 -0.134 0.037 0.21
```
Forces are in eV/Å.

SMILES string: Cc1ccc(OCCSc2nc3ccccc3n2CCC(=O)O)cc1
LUMO level in eV: 0.60
ΔE to the lowest compared entry with this formula, charge and spin in kJ/mol: 42.2
Orbital gap in eV: 8.9
Total charge: 0
Strongest force on any atom in Eh/bohr: 0.015